ORCA calculation (ωB97M-V/def2-TZVPD) on a cluster of 2 separate species, C5H13N4 in total at a distorted geometry.

Structure (ORCA input):
```
! wB97M-V def2-TZVPD RIJCOSX def2/J DEFGRID3
* xyz 1 1
C -1.79549 0.49249 0.10381
C 0.89510 1.69811 -0.11566
C 0.05527 1.73904 1.03077
C -3.64766 -1.19317 -0.35023
C 1.98962 0.29715 -1.79158
N -2.45924 -0.52710 -0.02776
N 1.36330 0.53085 -0.55570
N -1.19384 1.53744 0.31508
N 1.84144 -1.41232 1.30997
H 0.98269 2.58091 -0.77991
H 1.42733 -0.26376 0.06957
H 0.19418 0.87861 1.67837
H 0.01507 2.59101 1.66344
H -3.75843 -1.65260 -1.43204
H -4.62383 -0.79662 0.01948
H -3.59154 -2.08081 0.40116
H 3.00170 -0.03697 -1.50202
H 1.64092 -0.56871 -2.25618
H 1.81676 1.12416 -2.52619
H 2.83784 -1.19503 1.51255
H 1.45557 -1.38819 2.32365
H 1.55324 -2.35449 0.90940
*
```

Values from the calculation:
HOMO (alpha / beta)	-12.72 / -12.72	eV
maximum force	4.984	eV/Å